Entry 1:
Below is a 10-piece molecular cluster, C34H64N4O18 overall, with properties calculated with ωB97M-V/def2-TZVPD.

CARTESIAN COORDINATES (ANGSTROEM)
C1 -0.01398 1.23564 -4.17907
O1 -0.90498 0.15664 -4.43207
C2 -0.93898 -0.86236 -3.54907
O2 0.03002 -1.15536 -2.54907
O3 -1.78298 -1.79336 -3.99207
C3 -1.70398 -3.14136 -3.49307
H1 -0.23698 2.07264 -4.81207
H2 0.94202 0.87564 -4.59907
H3 0.12402 1.53664 -3.15407
H4 -1.81098 -3.04236 -2.40607
H5 -0.85498 -3.70036 -3.81807
H6 -2.60598 -3.59736 -3.89707
C4 0.05402 5.03564 -0.77407
O4 1.11102 4.90364 0.24093
C5 1.73902 6.06864 0.66393
O5 1.95802 7.18164 -0.20107
O6 2.15502 6.05164 1.85293
C6 2.72302 7.24664 2.42893
H7 -0.40998 5.92964 -0.46607
H8 -0.71498 4.24064 -0.59107
H9 0.32002 4.94764 -1.79007
H10 2.16002 8.17964 2.14393
H11 3.70502 7.31364 2.01093
H12 2.59202 7.17464 3.52493
C7 -3.88798 1.02464 -2.87907
O7 -3.43698 1.98964 -3.74807
C8 -2.62798 3.01264 -3.29207
O8 -1.88698 2.91564 -2.04707
O9 -2.59298 4.05864 -4.10807
C9 -2.16698 5.21364 -3.53507
H13 -3.12898 0.48764 -2.31707
H14 -4.54198 0.25264 -3.34207
H15 -4.49798 1.47964 -2.03607
H16 -2.27498 6.01764 -4.23307
H17 -1.16598 5.23064 -3.17007
H18 -2.80898 5.57464 -2.74707
C10 -2.45098 -2.66136 0.44693
O10 -2.14998 -1.46936 -0.21607
C11 -1.09698 -0.70236 0.04993
O11 -0.13598 -1.17136 0.88393
O12 -1.10598 0.46664 -0.52207
C12 0.03702 1.29164 -0.33707
H19 -3.46198 -3.06736 0.37193
H20 -2.30398 -2.52536 1.49693
H21 -1.76498 -3.46036 0.09893
H22 0.73702 1.01964 -1.05507
H23 0.47502 1.09564 0.63893
H24 -0.12298 2.28264 -0.50107
C13 -0.24998 3.71364 2.58893
O13 -1.25698 2.74264 2.96093
C14 -0.71998 1.49364 3.40193
O14 0.60202 1.26064 3.43293
O15 -1.58398 0.50764 3.51793
C15 -1.06798 -0.73836 3.85393
H25 0.52402 3.81964 3.41993
H26 -0.56398 4.64664 2.37693
H27 0.26202 3.36664 1.69393
H28 -0.41698 -1.28936 3.09493
H29 -1.89698 -1.38036 3.98993
H30 -0.50098 -0.54436 4.79893
C16 7.61102 0.11764 -3.60107
O16 6.50002 0.24864 -2.68107
C17 5.29102 -0.23136 -3.19007
O17 5.17802 -0.97036 -4.36607
O18 4.20502 0.00064 -2.54807
C18 2.95302 -0.42336 -2.98807
H31 8.58702 0.65564 -3.24907
H32 7.41502 0.64364 -4.55407
H33 7.75302 -0.91336 -3.86507
H34 2.45802 -0.80636 -2.19407
H35 2.99802 -1.23836 -3.72607
H36 2.56502 0.42564 -3.40307
C19 3.08502 -3.88136 -1.89607
C20 1.56102 -4.11436 -2.05407
C21 0.76302 -3.87136 -0.78007
C22 0.63802 -5.00336 0.13893
N1 0.45602 -5.91836 0.83193
H37 3.75902 -4.54236 -2.44307
H38 3.35502 -4.07836 -0.95407
H39 3.39702 -2.85636 -2.00307
H40 1.37902 -5.12636 -2.33407
H41 1.28802 -3.49136 -2.96907
H42 -0.19098 -3.46336 -1.10307
H43 1.16502 -3.14936 -0.10207
C23 -0.92998 -4.78536 3.59293
C24 -1.61198 -4.81736 4.97193
C25 -3.12498 -4.73536 4.87593
C26 -3.75598 -3.52336 4.37793
N2 -4.38898 -2.59936 4.05193
H44 -1.07998 -5.55736 2.84693
H45 0.06802 -4.69836 3.89293
H46 -1.15598 -3.84836 3.07793
H47 -1.16598 -4.04536 5.65093
H48 -1.46698 -5.76136 5.45793
H49 -3.50198 -4.88836 5.82793
H50 -3.53298 -5.47836 4.17793
C27 2.91802 -2.65636 2.63293
C28 2.87902 -1.16036 2.33193
C29 3.18102 -0.72836 0.90993
C30 4.56802 -0.96436 0.54493
N3 5.60302 -1.27536 0.25393
H51 1.90502 -3.06436 2.83093
H52 3.58002 -2.95936 3.48393
H53 3.31002 -3.26336 1.78693
H54 3.46302 -0.75636 3.21493
H55 1.84102 -0.87936 2.52193
H56 3.20502 0.37864 0.83893
H57 2.49102 -1.02536 0.15493
C31 -3.74998 2.65464 0.67793
C32 -4.30598 1.75564 1.85493
C33 -4.00898 0.29364 1.74093
C34 -4.86598 -0.25436 0.60193
N4 -5.42698 -0.58936 -0.31907
H58 -4.08298 3.55664 0.92793
H59 -4.33498 2.42564 -0.24007
H60 -2.71298 2.45864 0.52093
H61 -5.39098 1.84064 1.99893
H62 -3.84998 2.28864 2.73193
H63 -4.14298 -0.33336 2.60493
H64 -2.99498 0.16964 1.42793



Entry 2:
Below is C34H65Cl2MnN8OSSi2Te as an isolated structure, with properties calculated with ωB97M-V/def2-TZVPD.

CARTESIAN COORDINATES (ANGSTROEM)
Mn1 0.10876 -0.18967 0.97682
C1 -3.16708 1.50581 4.00441
N1 -2.15728 0.45991 3.91714
C2 -2.66443 -0.76802 3.31348
C3 -0.83010 0.75901 3.83132
N2 -0.01294 0.05730 3.09367
C4 1.29592 -0.11985 3.58577
C5 1.53540 -0.47370 4.90000
C6 2.81776 -0.46241 5.46276
C7 3.86254 -0.03221 4.65373
C8 3.66690 0.21311 3.30370
C9 2.40002 0.01603 2.67698
N3 2.13261 -0.07387 1.34640
C10 3.05485 -0.10835 0.36552
N4 4.42086 -0.37024 0.61120
C11 4.83019 -1.69828 1.00738
C12 5.42342 0.39028 -0.07981
N5 2.58464 -0.04496 -0.97392
C13 2.97992 -1.17597 -1.79235
C14 2.78135 1.22615 -1.64325
N6 -0.43949 1.87240 4.56487
C15 0.76191 2.58675 4.17007
C16 -0.72651 1.93610 5.98116
H1 -3.50728 1.77638 3.00120
H2 -2.77513 2.38996 4.49772
H3 -4.01730 1.12790 4.57789
H4 -3.25644 -1.31976 4.04904
H5 -1.84394 -1.37862 2.95697
H6 -3.29626 -0.53351 2.45581
H7 0.67537 -0.73627 5.51154
H8 2.97229 -0.74413 6.49652
H9 4.85832 0.09858 5.06661
H10 4.50202 0.53090 2.70041
H11 4.08469 -2.12581 1.67369
H12 5.77470 -1.64193 1.56192
H13 4.97421 -2.38560 0.15619
H14 5.12217 1.43708 -0.13998
H15 5.64026 0.03993 -1.10329
H16 6.36566 0.34096 0.48158
H17 4.04917 -1.16259 -2.06602
H18 2.39605 -1.19059 -2.71744
H19 2.76558 -2.10069 -1.25689
H20 3.81078 1.37562 -2.01496
H21 2.52475 2.02705 -0.95161
H22 2.11404 1.29918 -2.50148
H23 0.90230 2.49413 3.09325
H24 1.66028 2.20765 4.66913
H25 0.62543 3.64225 4.42592
H26 -1.60577 1.34036 6.21587
H27 -0.91519 2.97143 6.28276
H28 0.12304 1.55435 6.56317
O1 0.53288 1.97623 0.66670
N7 -0.29107 3.00524 0.62034
C17 0.29075 4.22725 0.58996
C18 -0.43059 5.38694 0.54310
C19 -1.82927 5.28276 0.52516
C20 -2.40644 4.04452 0.55722
C21 -1.65283 2.84073 0.60720
S1 -2.35012 1.30767 0.62543
H29 1.36944 4.17439 0.60165
H30 0.08288 6.33691 0.51925
H31 -2.44899 6.17011 0.48157
H32 -3.48057 3.92300 0.54043
C22 -1.45576 -2.49713 -5.68496
Si1 -2.64806 -2.43166 -4.22276
C23 -2.32050 -3.93042 -3.16379
C24 -4.38833 -2.57635 -4.93596
C25 -2.49489 -0.75534 -3.39248
Te1 -0.59602 -0.42375 -2.42277
C26 0.15835 0.45577 -4.25698
Si2 -0.25311 2.28411 -4.37350
C27 0.52735 3.31962 -3.01957
C28 0.36552 2.95969 -6.02849
C29 -2.10004 2.61055 -4.29264
H33 -1.57056 -3.45465 -6.20070
H34 -0.41810 -2.41740 -5.35203
H35 -1.64605 -1.69878 -6.40756
H36 -2.47929 -4.82100 -3.78031
H37 -2.97392 -4.00635 -2.29445
H38 -1.29033 -3.93843 -2.80162
H39 -4.48256 -3.47905 -5.54554
H40 -4.63534 -1.71393 -5.56134
H41 -5.13155 -2.63741 -4.13790
H42 -3.27824 -0.58662 -2.65438
H43 -2.59124 0.02302 -4.15131
H44 -0.32250 -0.09460 -5.06845
H45 1.22871 0.26266 -4.34285
H46 1.61153 3.40026 -3.11897
H47 0.31003 2.89324 -2.03727
H48 0.10334 4.32732 -3.05754
H49 1.44821 2.83914 -6.11867
H50 0.13502 4.02426 -6.12579
H51 -0.09784 2.43618 -6.86885
H52 -2.52448 2.23548 -3.35866
H53 -2.64822 2.15722 -5.12183
H54 -2.26156 3.69171 -4.32966
Cl1 -5.72513 -4.92097 0.25733
C30 -4.52475 -2.33113 -0.57243
Cl2 -2.85228 -1.98113 -0.36473
H55 -5.18706 -1.77386 0.06914
H56 -4.82915 -2.57494 -1.57816
C31 1.74951 -3.34368 1.62533
C32 0.27877 -3.19493 1.22260
C33 -0.00524 -4.12128 0.03083
C34 -0.60208 -3.59938 2.41130
N8 -0.03830 -1.85244 0.81476
H57 1.95480 -4.35700 1.98614
H58 2.00454 -2.63075 2.41173
H59 2.38942 -3.15006 0.76152
H60 0.42760 -5.11281 0.20108
H61 0.43487 -3.69296 -0.87335
H62 -1.07691 -4.23185 -0.13339
H63 -0.35603 -4.61230 2.74720
H64 -1.65560 -3.57903 2.12784
H65 -0.43565 -2.91210 3.24431

Output
Charge = -2
Energy above the lowest of the compared OMol25 structures with the same formula, charge and spin = 0.0 kJ/mol
2S+1 = 5



Number 1: energy -2906.8467 a.u., largest force on an atom 9.6 eV/A. Number 2: energy -5164.2925 a.u., largest force on an atom 1.2 eV/A.